# 1
Formula: C4H5NOS
Source: the OMol25 dataset
Level of theory: wB97M-V/def2-TZVPD

The geometry in XYZ format:
```
12
Properties=species:S:1:pos:R:3:forces:R:3
C 0.44257 -0.77693 0.13340 -0.686 -0.091 -0.090
C -0.49705 -1.73957 0.16886 0.164 -1.541 0.871
C -1.20813 0.89803 0.18415 -1.994 -1.119 -0.888
C 0.00388 0.44298 -0.54344 0.326 0.669 1.250
N -2.31495 0.23955 0.08972 3.129 0.788 0.378
O -1.61984 -1.44576 -0.43128 -0.463 -0.912 0.042
S -3.84736 0.21813 0.02640 -1.277 -0.044 0.173
H 1.32682 -0.73861 0.65115 1.938 -0.462 1.298
H -0.35059 -2.76332 0.76602 -0.573 2.220 -1.330
H -1.12365 1.81480 0.71310 -0.545 0.617 0.502
H 0.65380 1.29898 -0.53448 0.811 -0.028 -0.015
H -0.22061 0.16515 -1.51537 -0.830 -0.098 -2.191
```
Positions in Å, forces in eV/Å.

Output
energy above the lowest of the compared OMol25 structures with the same formula, charge and spin	457.5	kJ/mol
DFT total energy	-18597.1771	eV
HOMO-LUMO gap (spin up / spin down)	7.102 / 7.103	eV


# 2
Formula: C3H3DyO3
Source: the OMol25 dataset
Level of theory: wB97M-V/def2-TZVPD

The geometry in XYZ format:
```
10
Properties=species:S:1:pos:R:3:forces:R:3
H 0.33172 -0.15754 0.82175 0.405 -0.012 -0.045
O 1.88019 1.73687 0.78620 -1.798 -0.221 0.305
C 0.69804 1.76157 0.95012 3.531 0.835 -0.694
O -0.12077 0.68450 0.96620 -1.878 -1.031 0.302
O -0.10070 2.79957 1.12812 -1.342 0.942 0.455
Dy -2.35732 1.86863 1.52256 1.555 0.569 -0.419
H 0.36059 3.78710 1.08562 0.399 0.707 -0.199
C 1.30897 5.72350 1.62364 -0.163 -0.854 0.596
C 0.89699 5.75465 0.45380 -0.645 -1.144 0.131
H 1.74208 5.75178 2.61260 -0.063 0.208 -0.432
```
Positions in Å, forces in eV/Å.

Output
energy above the lowest of the compared OMol25 structures with the same formula, charge and spin	441.6	kJ/mol
⟨S²⟩	12.04
DFT total energy	-33372.4972	eV
HOMO-LUMO gap (spin up / spin down)	4.522 / 3.098	eV
spin multiplicity	7
net charge	+1


> Number 2 is which compound?

C3H3DyO3